No. 1
15
Properties=species:S:1:pos:R:3:lowdin_charge:R:1 method="wB97M-V/def2-TZVPD" e_homo_ha=-0.34034 e_lumo_ha=0.0159 energy_ha=-395.84399 gap_ev=9.6939 charge=0 relative_energy_kcal_mol=191.0 molar_mass_g_mol=113.1
O 0.47 0.57 -0.04 -0.148
N -0.54 -1.38 -0.15 -0.149
N 1.26 1.54 0.38 -0.014
N 0.20 -0.55 2.02 0.138
C -0.44 -1.37 -1.43 -0.162
C 1.03 2.50 -0.48 -0.022
C 0.17 -0.46 0.74 -0.444
C -1.94 -1.22 -0.64 -0.026
H -2.76 -1.99 -0.30 0.122
H -0.28 -2.32 -1.84 0.074
H -0.07 2.52 -1.28 0.170
H 1.64 3.52 -0.62 0.101
H -0.46 -0.25 -2.15 0.186
H -2.27 -0.17 -0.74 0.072
H 1.01 0.11 2.42 0.104

***

No. 2
14
Properties=species:S:1:pos:R:3:lowdin_charge:R:1 method="wB97M-V/def2-TZVPD" e_homo_ha=-0.31061 e_lumo_ha=0.0456 energy_ha=-212.39536 gap_ev=9.6926 charge=0 relative_energy_kcal_mol=97.8 molar_mass_g_mol=71.1
N -0.47 -0.48 0.46 -0.130
C 0.80 -0.23 -1.88 -0.144
C -0.44 -0.38 1.93 -0.119
C 0.83 0.43 -0.51 -0.134
C -0.55 0.86 -0.14 -0.268
H 1.62 -0.94 -2.02 0.065
H 0.28 0.38 2.29 0.088
H -0.18 -1.36 2.35 0.081
H -0.64 1.67 0.59 0.100
H 0.96 0.60 -2.59 0.083
H -1.45 -0.11 2.26 0.089
H -0.15 -0.71 -2.14 0.075
H -1.31 0.91 -0.92 0.107
H 0.70 -0.63 0.31 0.107

***

No. 3
14
Properties=species:S:1:pos:R:3:lowdin_charge:R:1 method="wB97M-V/def2-TZVPD" e_homo_ha="-0.29348 / -0.29355" e_lumo_ha="-0.1134 / -0.1134" energy_ha=-1294.17012 gap_ev="4.9011 / 4.9033" charge=0 relative_energy_kcal_mol=107.3 molar_mass_g_mol=150.2
S -3.02 0.28 1.98 0.106
S 1.34 -0.50 1.97 0.263
P 0.07 -0.18 0.55 0.445
C 0.24 1.60 0.11 -0.354
C 0.51 -1.18 -0.85 -0.413
C 1.23 -2.31 -0.87 -0.025
C 0.69 1.90 -1.13 -0.045
H 1.59 -2.79 0.11 0.079
H 1.09 1.05 -1.85 0.087
H 0.09 -0.89 -1.87 0.092
H -0.07 2.29 0.88 0.059
H 0.68 2.83 -1.63 0.038
H -3.15 0.28 3.30 -0.358
H 1.52 -2.86 -1.67 0.026

***

No. 4
57
Properties=species:S:1:pos:R:3:lowdin_charge:R:1 method="wB97M-V/def2-TZVPD" e_homo_ha=-0.30336 e_lumo_ha=-0.0319 energy_ha=-4709.46016 gap_ev=7.3860 charge=0 relative_energy_kcal_mol=2.7 molar_mass_g_mol=793.0
Bi -0.07 1.00 1.19 1.655
Sb 0.13 3.56 3.57 0.611
Ge 0.89 -0.67 -1.50 1.009
S 2.16 2.69 4.68 -0.096
S 0.87 3.48 1.30 -0.152
S 0.69 1.28 4.23 -0.170
O -0.73 -1.08 -0.58 -0.470
O 0.40 1.19 -1.43 -0.498
O 1.75 -0.45 0.35 -0.545
O -1.97 2.12 1.99 -0.387
O -3.22 2.24 3.87 0.050
N -1.79 -0.58 2.66 -0.062
C 3.78 -1.78 0.12 -0.050
C -0.34 3.41 -2.04 -0.050
C 3.17 -0.48 0.57 -0.705
C 3.42 -0.22 2.04 -0.052
C 0.32 1.67 -3.80 -0.045
C -0.42 1.89 -2.42 -0.625
C -3.09 0.17 2.73 -0.158
C -2.91 -2.12 -0.32 -0.017
C 3.74 0.70 -0.27 -0.026
C -1.84 1.35 -2.42 -0.038
C -1.38 -2.87 -2.08 -0.077
C -2.76 1.64 2.92 -0.704
C -1.43 -2.35 -0.66 -0.687
C -0.79 -3.29 0.34 -0.039
H -1.77 0.27 -2.54 0.050
H -3.43 -3.06 -0.28 0.083
H -2.46 1.70 -3.26 0.095
H -0.88 4.01 -2.78 0.092
H 0.25 -3.56 0.07 0.094
H 0.69 3.74 -2.07 0.071
H -2.07 -3.69 -2.22 0.081
H 3.23 0.80 2.29 0.042
H -0.75 -2.82 1.30 0.053
H 2.87 -0.90 2.69 0.087
H 1.31 2.05 -3.75 0.071
H 0.43 0.60 -4.05 0.056
H -0.17 2.11 -4.64 0.074
H -0.43 -3.27 -2.47 0.076
H 4.82 0.74 -0.12 0.088
H -3.08 -1.67 0.64 0.039
H 3.30 1.63 0.03 0.059
H -3.35 -1.45 -1.04 0.088
H 3.72 -1.91 -0.95 0.067
H -2.41 1.60 -1.53 0.085
H 4.82 -1.81 0.44 0.082
H -3.55 0.01 1.74 0.109
H 3.44 0.50 -1.30 0.058
H -1.93 -1.55 2.25 0.072
H 3.31 -2.65 0.58 0.088
H -1.70 -2.03 -2.76 0.093
H 4.47 -0.39 2.22 0.081
H -1.47 -0.76 3.59 0.061
H -0.68 3.62 -1.04 0.020
H -1.31 -4.26 0.47 0.100
H -3.81 -0.12 3.48 0.114

***

No. 5
16
Properties=species:S:1:pos:R:3:lowdin_charge:R:1 method="wB97M-V/def2-TZVPD" e_homo_ha=-0.35614 e_lumo_ha=0.0294 energy_ha=-288.73216 gap_ev=10.4905 charge=0 relative_energy_kcal_mol=31.3 smiles="CC(C)=C(C)C#N" molar_mass_g_mol=95.1
N 3.24 -1.02 0.28 0.099
C 0.46 -0.64 -0.09 -0.199
C 2.13 -0.84 0.15 -0.142
C 0.53 1.67 0.83 -0.049
C -0.08 -1.86 -0.76 -0.075
C -1.61 0.66 -0.11 -0.046
C -0.15 0.49 0.22 -0.331
H -2.20 -0.16 0.29 0.082
H 0.58 2.47 0.09 0.092
H -1.75 0.66 -1.20 0.092
H -1.13 -2.01 -0.51 0.073
H -0.05 2.04 1.68 0.086
H 1.53 1.43 1.16 0.070
H 0.49 -2.74 -0.48 0.081
H -1.99 1.59 0.29 0.076
H -0.01 -1.75 -1.85 0.092

***

No. 6
13
Properties=species:S:1:pos:R:3:lowdin_charge:R:1 method="wB97M-V/def2-TZVPD" e_homo_ha=-0.34059 e_lumo_ha=0.0228 energy_ha=-3488.85475 gap_ev=9.8892 charge=0 relative_energy_kcal_mol=0.1 smiles=CC(S)(S)CBr molar_mass_g_mol=187.1
Br 0.86 1.94 2.26 0.564
S 1.08 -1.52 1.51 0.689
S -1.58 -0.26 1.41 0.680
C 0.81 1.02 0.48 -0.607
C -0.25 -0.65 -0.92 -0.194
C 0.01 -0.35 0.49 -1.174
H 0.29 1.73 -0.05 0.014
H 0.07 -1.71 -1.25 0.115
H 0.14 0.03 -1.58 0.046
H 0.00 -2.06 2.01 -0.180
H -1.33 -0.73 -1.20 0.081
H 1.87 0.93 0.16 0.078
H -0.91 -0.34 2.64 -0.113

***

No. 7
45
Properties=species:S:1:pos:R:3:mulliken_spin:R:1 method="wB97M-V/def2-TZVPD" e_homo_ha="-0.10180 / -0.31900" multiplicity=2 e_lumo_ha="-0.0040 / -0.0083" energy_ha=-1048.60009 gap_ev="2.6607 / 8.4541" charge=0 s_squared=0.75 relative_energy_kcal_mol=0.0 molar_mass_g_mol=274.3
O 2.29 1.42 2.80 -0.075
O 1.82 3.41 0.95 0.080
O 1.99 -1.03 0.72 0.258
O -0.24 -3.29 -1.42 0.005
O -2.04 -1.73 1.81 0.064
O 2.75 -3.11 -0.94 -0.017
O -1.06 3.59 0.30 -0.092
O -0.08 -0.67 3.69 -0.139
O -3.80 -1.59 -0.34 -0.045
N -2.85 0.86 0.77 0.380
N 1.20 0.71 -3.36 -0.009
N 0.63 -0.69 -1.80 -0.051
C 1.13 -0.58 -3.06 0.022
C 0.65 1.43 -2.36 0.031
C -1.93 0.99 -0.44 -0.081
C 0.36 0.55 -1.30 0.137
C -0.46 0.72 -0.07 0.936
H 0.39 -4.02 -1.32 0.010
H 1.77 -1.29 -3.56 -0.003
H 2.93 -2.27 -0.48 0.016
H 1.77 4.06 1.65 0.004
H 2.77 1.64 3.61 0.072
H 1.87 -0.26 0.13 -0.063
H -0.29 -3.28 -2.38 -0.006
H -4.59 -2.13 -0.25 0.018
H -1.73 -2.13 0.99 -0.011
H 1.87 2.53 1.39 -0.002
H 2.38 -0.64 1.52 0.039
H -0.22 1.57 0.58 -0.198
H -2.14 2.02 -0.73 -0.057
H -3.25 1.81 0.87 -0.127
H -1.39 -1.23 2.34 0.116
H 0.80 2.50 -2.32 -0.024
H 0.59 -1.52 -1.19 0.035
H -3.59 0.21 0.55 0.003
H 1.49 0.91 2.98 -0.023
H 2.46 -3.59 -0.15 -0.003
H -0.24 -1.05 4.57 0.045
H -2.39 0.40 1.58 -0.161
H 0.75 -1.08 3.36 0.025
H -2.04 0.23 -1.24 -0.002
H -0.12 3.82 0.41 -0.002
H -0.36 -0.10 0.69 -0.117
H -1.49 4.34 0.75 0.012
H -3.14 -2.22 -0.68 0.002

***

No. 8
35
Properties=species:S:1:pos:R:3:lowdin_charge:R:1 method="wB97M-V/def2-TZVPD" e_homo_ha=-0.11833 e_lumo_ha=0.1055 energy_ha=-1265.49790 gap_ev=6.0901 charge=-1 relative_energy_kcal_mol=0.0 molar_mass_g_mol=353.8
In 0.44 -0.76 -0.55 0.636
P -0.17 -0.28 -3.01 0.645
O 1.55 -3.73 -1.48 0.031
O 1.31 0.39 -3.54 -0.478
O -3.44 1.41 -0.46 0.067
O 2.98 -2.76 0.09 0.064
O 0.58 1.14 2.36 -0.083
N -3.06 0.99 1.79 0.092
C -2.76 -0.82 0.11 -0.240
C -3.11 0.61 0.38 -0.507
C 1.82 1.22 1.63 -0.543
C -1.19 1.27 -2.94 -0.420
C 1.64 1.02 0.13 -0.248
C -1.38 -1.25 0.66 -0.287
C 2.77 0.20 2.26 -0.065
B 1.80 -2.64 -0.62 -0.668
H -0.84 1.99 -2.19 0.015
H -2.87 -1.00 -0.96 0.098
H -1.21 1.77 -3.91 0.012
H -3.56 -1.39 0.61 0.111
H 1.15 1.19 -4.05 0.004
H 2.19 -0.66 2.62 0.084
H -2.43 1.78 1.84 0.072
H 2.98 -2.11 0.80 0.028
H 2.24 2.23 1.81 0.120
H 1.20 1.92 -0.31 0.027
H 0.04 1.88 2.09 0.071
H 3.30 0.63 3.11 0.071
H 2.63 0.90 -0.33 0.040
H -1.30 -0.88 1.69 0.019
H -1.40 -2.34 0.73 0.018
H 3.51 -0.12 1.53 0.071
H -3.98 1.41 1.98 0.075
H -2.21 0.97 -2.69 0.000
H 0.78 -4.22 -1.18 0.069

***

No. 9
60
Properties=species:S:1:pos:R:3:lowdin_charge:R:1 method="wB97M-V/def2-TZVPD" e_homo_ha=-0.43800 e_lumo_ha=-0.1042 energy_ha=-1408.77754 gap_ev=9.0837 charge=+1 smiles=CCP(CC)[C@@H]1[NH2+][C@@H](Cc2ccccc2)CN[C@]1(COC)C[C@H](C)F molar_mass_g_mol=369.5
P -1.63 -1.87 -1.44 1.041
F -3.95 1.65 1.00 -0.021
O -1.22 2.14 1.94 -0.163
N -0.41 -0.38 1.99 0.020
N 0.76 -1.34 -0.09 0.067
C -1.00 1.57 0.68 -0.188
C -1.15 -4.27 -0.08 -0.142
C 5.27 1.50 2.14 -0.066
C -1.16 0.04 0.79 -0.398
C -2.63 -0.32 1.11 -0.096
C -3.77 0.40 0.40 -0.341
C -0.73 -3.48 -1.35 -0.407
C -2.49 -1.86 -4.08 -0.149
C -3.71 0.59 -1.11 -0.048
C 4.19 0.81 1.62 -0.041
C -0.54 -0.65 -0.47 -0.276
C 2.37 0.55 -0.17 -0.108
C 1.75 -0.53 0.70 -0.234
C 5.06 3.14 0.40 -0.064
C 3.53 1.27 0.48 -0.218
C -1.43 3.54 1.86 -0.069
C 1.00 -0.07 1.98 -0.126
C 3.97 2.45 -0.12 -0.043
C -1.36 -1.32 -3.18 -0.416
C 5.71 2.67 1.53 -0.072
H 5.39 4.06 -0.08 0.111
H 1.17 0.99 2.16 0.133
H -1.32 -5.32 -0.31 0.077
H 3.87 -0.10 2.12 0.102
H -2.09 -2.20 -5.03 0.074
H 0.36 -3.40 -1.37 0.063
H 1.64 1.28 -0.51 0.101
H -0.23 0.12 -1.19 0.115
H -1.03 -4.02 -2.25 0.086
H -2.73 -0.05 2.17 0.137
H 1.44 -0.58 2.84 0.133
H -0.38 -1.64 -3.56 0.080
H -2.07 -3.86 0.34 0.054
H -1.71 1.97 -0.05 0.126
H 5.78 1.12 3.02 0.111
H -4.68 -0.17 0.62 0.146
H -4.12 -0.27 -1.64 0.072
H 3.46 2.82 -1.00 0.118
H 0.54 -2.17 0.46 0.141
H -1.37 -0.23 -3.17 0.066
H -3.02 -2.70 -3.62 0.059
H -2.79 -1.40 1.05 0.101
H -0.38 -4.20 0.69 0.063
H -1.32 3.94 2.86 0.096
H 2.55 -1.22 0.98 0.147
H -0.71 4.01 1.18 0.093
H 6.57 3.20 1.93 0.110
H -0.56 -1.37 2.16 0.123
H 0.01 1.83 0.33 0.112
H -2.69 0.75 -1.48 0.046
H 1.20 -1.66 -0.96 0.157
H 2.76 0.07 -1.08 0.138
H -4.28 1.49 -1.38 0.098
H -2.45 3.75 1.50 0.090
H -3.23 -1.08 -4.28 0.072

***

No. 10
11
Properties=species:S:1:pos:R:3:lowdin_charge:R:1 method="wB97M-V/def2-TZVPD" e_homo_ha=-0.58040 e_lumo_ha=-0.1609 energy_ha=-189.64420 gap_ev=11.4161 charge=+1 relative_energy_kcal_mol=22.7 smiles="CNC=[NH2+]" molar_mass_g_mol=59.1
N 0.35 0.53 0.09 0.044
N 0.31 -1.82 -0.08 0.162
C -0.32 1.91 0.05 0.053
C -0.30 -0.62 -0.02 -0.126
H 0.52 2.53 -0.07 0.082
H -0.46 -2.57 -0.03 0.169
H -1.05 1.84 -0.80 0.122
H 1.30 0.27 0.14 0.137
H -1.38 -0.67 0.18 0.169
H 0.99 -2.07 -0.73 0.108
H -0.78 1.99 1.00 0.080

***

No. 11
30
Properties=species:S:1:pos:R:3:mulliken_spin:R:1 method="wB97M-V/def2-TZVPD" e_homo_ha="-0.58181 / -0.59088" multiplicity=8 e_lumo_ha="-0.2966 / -0.2947" energy_ha=-1906.67696 gap_ev="7.7597 / 8.0584" charge=+2 s_squared=15.76 relative_energy_kcal_mol=0.0 molar_mass_g_mol=408.2
Eu 0.00 -0.48 0.21 6.970
S 0.02 -2.90 1.56 -0.016
O 3.72 0.38 0.08 0.004
O -0.01 3.17 -1.09 0.005
O -0.01 2.50 2.49 0.007
O -3.73 0.36 0.08 0.004
N 1.18 -1.66 3.64 -0.001
N -1.14 -1.74 3.67 -0.001
C 0.00 1.58 1.79 0.005
C -2.61 0.10 0.03 0.004
C 0.00 2.06 -0.80 0.006
C 0.02 -2.05 3.06 0.005
C 2.61 0.11 0.04 0.004
C 0.00 -0.59 5.50 -0.001
C 0.00 -0.74 -2.72 0.012
C 0.00 -2.03 -2.31 -0.002
C 1.29 -1.27 5.05 0.001
C -1.22 -1.39 5.11 0.001
H -0.93 -2.58 -2.10 -0.001
H -2.14 -0.82 5.25 0.000
H 2.14 -0.59 5.14 0.000
H 0.94 -2.57 -2.10 -0.001
H -0.93 -0.17 -2.86 -0.002
H -1.96 -2.18 3.26 0.000
H 1.49 -2.16 5.66 0.000
H 2.01 -2.05 3.19 0.000
H 0.93 -0.17 -2.86 -0.002
H -0.05 0.40 5.04 0.000
H 0.02 -0.46 6.58 0.000
H -1.29 -2.31 5.70 0.000

***

No. 12
77
Properties=species:S:1:pos:R:3:mulliken_spin:R:1 method="wB97M-V/def2-TZVPD" e_homo_ha="-0.40594 / -0.40761" multiplicity=3 e_lumo_ha="-0.1551 / -0.2362" energy_ha=-4884.54698 gap_ev="6.8246 / 4.6650" charge=+1 s_squared=2.04 relative_energy_kcal_mol=0.0 molar_mass_g_mol=911.5
Au -2.41 -1.55 -0.61 0.012
Br -2.10 -1.09 1.75 0.001
F -2.05 2.02 1.00 0.006
F 0.79 3.47 -2.47 0.007
F 2.39 4.45 -0.73 0.007
F -0.44 2.92 2.71 0.007
O -0.59 -0.60 -0.83 0.021
N -1.17 2.07 -4.41 0.241
N 1.42 4.36 4.61 0.244
N 4.26 5.35 1.50 0.250
N -2.65 -1.88 -2.59 0.001
N -3.77 0.85 -1.18 0.219
C 1.99 4.34 2.11 0.335
C -6.11 -3.51 0.43 0.000
C -4.06 -2.68 -4.30 0.000
C -4.61 -2.94 -1.83 0.001
C 1.31 3.86 -0.26 0.069
C -2.04 -1.49 -4.83 -0.004
C -2.85 1.47 -1.50 -0.017
C 2.04 -0.07 5.08 0.003
C 3.32 -1.43 -1.25 0.001
C -6.54 -3.95 -0.81 0.001
C 3.76 1.04 3.67 0.012
C -3.78 -2.53 -2.96 -0.001
C -5.80 -3.65 -1.95 0.000
C -0.76 2.66 -0.90 0.124
C 3.23 4.90 1.76 -0.037
C 0.23 -0.48 0.22 -0.010
C -0.23 -0.61 1.53 0.010
C -1.66 2.13 -1.89 0.314
C 1.86 -0.20 2.56 0.009
C 2.81 -0.16 3.76 0.001
C -4.17 -2.53 -0.57 -0.001
C 3.27 1.07 -1.32 -0.003
C 1.10 3.78 1.13 0.075
C 1.66 4.35 3.49 -0.032
C 1.54 -0.25 -2.50 0.004
C -4.92 -2.80 0.56 0.000
C 2.40 -0.20 -1.23 -0.010
C -1.80 -1.37 -3.49 0.005
C -1.37 2.13 -3.27 -0.048
C 2.36 -0.09 1.27 -0.017
C 1.61 -0.22 0.09 0.021
C 3.64 -1.46 3.76 0.001
C -3.19 -2.16 -5.24 0.003
C 0.44 3.32 -1.21 0.054
C 0.51 -0.47 2.69 -0.006
C -0.09 3.11 1.45 0.059
C -0.98 2.60 0.49 0.078
H 3.99 1.16 -0.50 0.000
H 3.91 -1.44 -2.17 0.000
H 4.29 -1.49 4.64 0.000
H -0.94 -0.85 -3.08 -0.003
H 2.65 1.97 -1.31 0.003
H -6.69 -3.74 1.31 0.000
H 1.35 0.78 5.09 0.000
H 2.74 0.08 5.90 0.000
H 3.42 0.06 1.16 -0.001
H -6.15 -3.98 -2.92 0.000
H 1.48 -0.98 5.29 0.000
H -4.61 -2.48 1.55 0.000
H 0.99 -1.18 -2.55 0.000
H 3.83 1.06 -2.25 0.000
H 2.20 -0.21 -3.36 -0.001
H 3.21 1.98 3.71 -0.001
H 2.99 -2.33 3.77 0.000
H 4.35 1.03 2.75 -0.001
H 0.84 0.58 -2.56 -0.003
H 4.27 -1.52 2.87 0.000
H 0.04 -0.61 3.66 0.000
H 2.74 -2.35 -1.22 0.000
H -3.41 -2.26 -6.30 0.000
H -1.36 -1.05 -5.54 0.000
H 4.01 -1.44 -0.41 0.000
H -7.46 -4.50 -0.90 0.000
H 4.46 1.02 4.51 -0.001
H -4.96 -3.18 -4.61 0.000

***

No. 13
57
Properties=species:S:1:pos:R:3:lowdin_charge:R:1 method="wB97M-V/def2-TZVPD" e_homo_ha=-0.37689 e_lumo_ha=-0.0240 energy_ha=-25098.62809 gap_ev=9.6026 charge=0 relative_energy_kcal_mol=78.9 molar_mass_g_mol=1184.4
Br -3.97 -3.85 4.78 0.512
Br -5.89 -3.22 2.23 0.500
Br 5.22 -2.59 -5.17 0.580
Br 8.25 -1.60 -3.92 0.493
Br 6.61 0.10 -6.21 0.503
Br -5.44 -0.92 4.33 0.515
Br 1.08 -1.41 1.19 0.525
Br 1.28 -1.30 -2.03 0.519
Br 3.24 0.59 -0.15 0.514
F -3.82 3.65 -3.86 0.127
F -8.14 -5.64 -5.49 0.187
F -8.91 -3.74 -5.90 0.140
F 3.45 1.88 6.93 0.157
F -9.71 -5.08 -4.09 0.134
F -2.72 5.53 -3.28 0.122
F -2.55 3.66 -2.15 0.196
F 2.99 -0.31 6.65 0.153
F 4.67 0.61 5.68 0.188
O -1.61 2.61 -4.94 0.111
O 5.33 1.10 8.57 0.049
O -6.43 -4.10 -4.12 -0.023
O 4.65 -1.02 8.51 0.119
O -0.32 4.31 -4.05 0.018
O -8.16 -3.32 -2.80 0.110
C 6.42 -1.17 -4.69 -1.534
C 7.23 2.00 9.81 -0.060
C 4.71 0.12 8.02 -0.391
C 1.89 5.04 -4.42 -0.068
C -1.48 3.68 -4.29 -0.297
C -5.28 -2.07 -3.45 -0.060
C -5.32 -3.59 -3.38 -0.199
C 2.29 -1.15 -0.34 -1.533
C 0.89 3.99 -4.69 -0.227
C 3.95 0.62 6.78 -0.534
C -2.65 4.15 -3.36 -0.496
C -8.67 -4.61 -4.86 -0.495
C -4.55 -2.47 3.47 -1.504
C 6.20 0.90 9.72 -0.177
C -7.78 -3.95 -3.83 -0.279
H 5.63 0.81 10.65 0.132
H 8.14 1.87 9.23 0.078
H 6.74 -0.04 9.62 0.124
H 2.95 -2.02 -0.28 -0.028
H -4.30 -1.69 -3.16 0.075
H 0.83 3.69 -5.74 0.136
H -5.25 -1.78 -4.50 0.083
H 1.10 3.10 -4.10 0.134
H 5.92 -0.68 -3.85 -0.043
H -5.36 -4.01 -2.37 0.126
H 2.40 4.79 -3.49 0.078
H -4.51 -4.03 -3.96 0.125
H 6.68 2.83 9.35 0.081
H -6.06 -1.58 -2.87 0.079
H 1.60 6.08 -4.26 0.087
H -3.69 -2.15 2.87 -0.024
H 2.70 5.18 -5.13 0.082
H 7.53 2.18 10.84 0.081